Here is C44H54BCl5N2O2Rb as an isolated structure from OMol25. Energies are from ωB97M-V/def2-TZVPD.

Orbital gap (spin up / spin down) (eV): 5.78 / 5.56
Energy above the lowest of the compared OMol25 structures with the same formula, charge and spin (eV): 5.246
Lowest unoccupied orbital energy (spin up / spin down) (hartree): 0.077 / 0.050
HOMO level (spin up / spin down) (eV): -3.6829 / -4.1953
Charge: -1

Geometry (Å):
Rb: -2.3040 -1.1456 -0.1297
C: -3.1686 -2.1917 3.8613
C: -2.1318 -1.1116 4.0685
C: -0.7814 -1.4656 4.1655
C: -0.3872 -2.9209 4.0433
C: 0.1976 -0.4843 4.3627
C: 1.6540 -0.8982 4.3971
C: -0.1823 0.8581 4.4675
C: 0.8272 1.9426 4.7841
C: -1.5256 1.2165 4.3008
C: -1.9106 2.6793 4.2463
C: -2.5085 0.2326 4.1541
C: -3.9704 0.6113 4.1034
H: -2.8773 -2.8671 3.0551
H: -4.1403 -1.7867 3.5980
H: -3.2759 -2.7951 4.7685
H: -0.3222 -3.2264 2.9941
H: -1.1222 -3.5707 4.5167
H: 0.5770 -3.1243 4.5035
H: 1.8915 -1.5409 3.5466
H: 1.8992 -1.4569 5.3053
H: 2.3271 -0.0468 4.3418
H: 1.1773 2.4615 3.8854
H: 1.6994 1.5475 5.2997
H: 0.3868 2.6941 5.4384
H: -1.0856 3.2903 3.8837
H: -2.2055 3.0710 5.2256
H: -2.7453 2.8315 3.5643
H: -4.3466 0.5791 3.0754
H: -4.1436 1.6058 4.5089
H: -4.5704 -0.0850 4.6901
Cl: -3.0353 1.7245 -0.5386
C: -4.6659 1.0709 -0.2834
C: -4.8257 0.1008 0.6818
C: -6.1211 -0.3689 0.7878
Cl: -6.4629 -1.5974 2.0137
C: -7.1904 0.0655 0.0086
Cl: -8.7850 -0.5913 0.1865
C: -6.9664 1.0621 -0.9420
Cl: -8.2648 1.6499 -1.9208
C: -5.6846 1.5807 -1.0869
Cl: -5.3972 2.8460 -2.2456
C: 1.0957 1.0480 1.2812
C: 2.4864 1.4082 0.7430
C: 3.0790 2.5850 1.5207
C: 3.3733 0.1765 0.7605
C: 4.0774 -0.1687 1.9107
C: 4.8560 -1.3124 1.9495
C: 4.9273 -2.1439 0.8412
C: 4.2160 -1.8523 -0.3167
C: 4.1954 -2.8030 -1.5005
C: 2.9463 -3.6898 -1.4390
C: 5.4476 -3.6710 -1.6094
C: 3.4528 -0.6791 -0.3425
N: 2.7314 -0.3387 -1.5278
B: 1.3308 -0.3098 -1.7771
N: 1.1635 0.2814 -3.0563
C: 2.4334 0.6177 -3.5381
C: 3.3644 0.2549 -2.6338
C: -0.0621 0.7487 -3.6369
C: -0.8754 -0.1239 -4.3673
C: -2.1112 0.3570 -4.7928
C: -2.5214 1.6511 -4.5190
C: -1.6786 2.5086 -3.8344
C: -0.4372 2.0749 -3.3851
C: 0.4813 3.0479 -2.6618
C: -0.1315 3.5892 -1.3703
C: 0.8819 4.1946 -3.5951
C: -0.4935 -1.5492 -4.7433
C: -0.4780 -2.5322 -3.5695
C: 0.8120 -1.6220 -5.5429
H: 0.4662 1.9356 1.3866
H: 1.1728 0.5629 2.2558
H: 0.5907 0.3503 0.6080
H: 2.3740 1.7235 -0.2967
H: 3.0389 2.4179 2.6002
H: 2.5068 3.4908 1.3106
H: 4.1194 2.7633 1.2412
H: 4.0202 0.4684 2.7846
H: 5.4029 -1.5649 2.8496
H: 5.5309 -3.0410 0.8906
H: 4.1344 -2.1998 -2.4090
H: 2.9648 -4.3001 -0.5321
H: 2.9050 -4.3590 -2.3011
H: 2.0307 -3.0985 -1.4258
H: 5.4866 -4.4176 -0.8125
H: 6.3609 -3.0738 -1.5645
H: 5.4388 -4.2091 -2.5586
H: 2.5637 1.0952 -4.4961
H: 4.4368 0.3583 -2.6783
H: -2.7714 -0.3129 -5.3310
H: -3.5044 1.9854 -4.8246
H: -2.0040 3.5201 -3.6202
H: 1.3947 2.5212 -2.3870
H: -1.0488 4.1499 -1.5642
H: 0.5750 4.2571 -0.8693
H: -0.3750 2.7774 -0.6845
H: 0.0116 4.7968 -3.8673
H: 1.3281 3.8146 -4.5165
H: 1.6074 4.8495 -3.1063
H: -1.2897 -1.8817 -5.4143
H: 0.3587 -2.3285 -2.8978
H: -0.3583 -3.5526 -3.9432
H: -1.4046 -2.5020 -2.9945
H: 1.6796 -1.4454 -4.9057
H: 0.8252 -0.8921 -6.3562
H: 0.9187 -2.6183 -5.9785
O: -2.4754 -3.4796 -0.8072
O: -3.1071 -2.7552 -1.7185

Here are the Löwdin charges for atoms 1 to 5, given in e: 0.84 -0.04 -0.17 -0.18 -0.04

---

Here is a 8-piece molecular cluster, C27H34N6O7 overall from OMol25. Energies are from ωB97M-V/def2-TZVPD.

Orbital gap (spin up / spin down) (eV): 1.48 / 7.83
2S+1: 2
Lowest unoccupied orbital energy (spin up / spin down) (hartree): 0.077 / 0.077
HOMO level (spin up / spin down) (eV): 0.6258 / -5.7419
Charge: -1

Geometry (Å):
C: -15.7530 3.2034 -7.6371
O: -15.1013 4.2026 -7.2511
N: -16.1093 2.2816 -6.7946
N: -16.2351 2.9980 -8.8442
H: -15.5410 2.2737 -5.9597
H: -16.6286 1.4575 -7.0616
H: -16.5186 2.0783 -9.1505
H: -16.1337 3.7389 -9.5231
C: -11.7176 6.7746 -5.4408
C: -12.5061 5.9264 -6.1718
C: -11.9111 5.2595 -7.2399
C: -10.5777 5.4065 -7.5261
C: -9.8568 6.3521 -6.8367
C: -10.4139 7.0460 -5.8165
O: -9.8011 8.1318 -5.2214
O: -12.6667 4.5852 -8.1461
H: -12.1637 7.3349 -4.6324
H: -13.5482 5.6750 -6.0405
H: -10.2297 5.0553 -8.4863
H: -8.8632 6.6320 -7.1541
H: -8.8446 8.0914 -5.2928
H: -13.5053 4.3930 -7.7201
C: -17.6887 5.2435 -13.9106
C: -17.9333 5.6122 -15.2494
C: -17.2032 5.0290 -16.3127
C: -16.2769 4.0448 -16.0547
C: -16.0790 3.6099 -14.6925
C: -16.7261 4.2565 -13.6430
O: -16.4305 3.9701 -12.2826
O: -17.4003 5.4873 -17.5631
H: -18.2714 5.8283 -13.2143
H: -18.6370 6.3671 -15.5675
H: -15.7311 3.5793 -16.8621
H: -15.3888 2.8306 -14.4052
H: -15.5316 3.6490 -12.1804
H: -17.6171 6.4216 -17.6049
C: -16.8454 -2.7609 -12.0599
C: -17.1936 -1.4780 -11.7053
C: -16.5662 -0.8763 -10.5646
C: -15.5273 -1.5026 -9.9307
C: -15.1568 -2.7877 -10.3458
C: -15.8187 -3.4100 -11.3708
O: -15.3404 -4.6052 -11.7438
O: -16.8487 0.4262 -10.2218
H: -17.3606 -3.2924 -12.8463
H: -18.0112 -0.9704 -12.1954
H: -15.0520 -1.0803 -9.0577
H: -14.4631 -3.4637 -9.8682
H: -15.8690 -5.1836 -12.2984
H: -17.4342 0.9297 -10.7921
C: -17.1400 6.5745 -6.3783
C: -17.9926 6.1413 -7.4767
N: -18.5800 5.7430 -8.3994
H: -17.0790 5.9306 -5.5010
H: -17.4459 7.5664 -6.0459
H: -16.1442 6.7021 -6.8028
C: -18.3373 -2.9153 -5.6432
C: -17.8224 -1.5730 -5.8575
N: -17.4866 -0.4897 -5.9783
H: -19.2997 -2.8020 -5.1442
H: -17.7689 -3.6354 -5.0545
H: -18.7487 -3.3159 -6.5696
C: -19.3519 3.1268 -5.9138
C: -18.5986 2.9576 -4.6459
N: -18.0501 2.9086 -3.6433
H: -20.3856 2.9147 -5.6408
H: -19.0617 2.3435 -6.6141
H: -19.2065 4.1401 -6.2881
C: -14.6315 1.8634 -2.8291
C: -14.1347 1.4785 -4.1317
N: -13.7493 1.2343 -5.1975
H: -15.4738 1.2126 -2.5945
H: -15.1574 2.8051 -2.9866
H: -13.7841 1.9236 -2.1461

Here are the Löwdin charges for atoms 1 to 5, given in e: -0.69 -0.04 0.19 0.20 0.06

---

Here is a 10-piece molecular cluster, C31H38Cl27NO5 overall from OMol25. Energies are from ωB97M-V/def2-TZVPD.

Orbital gap (eV): 8.51
SMILES: CCOCCCCCC1=CC(=O)c2c(CCOC=O)cc(CCN)cc2C1=O.ClC(Cl)Cl.ClC(Cl)Cl.ClC(Cl)Cl.ClC(Cl)Cl.ClC(Cl)Cl.ClC(Cl)Cl.ClC(Cl)Cl.ClC(Cl)Cl.ClC(Cl)Cl
Lowest unoccupied orbital energy (hartree): -0.025
HOMO level (eV): -9.1734

Geometry (Å):
C: -1.6464 5.8460 -1.3614
C: -0.2741 5.1796 -1.4852
O: -0.4645 3.8071 -1.8121
C: 0.6768 3.0298 -1.5197
C: 0.4077 1.5833 -1.8650
C: -0.0520 1.3772 -3.3132
C: 0.7080 0.2432 -4.0296
C: -0.0862 -1.0861 -4.1087
C: 0.4592 -2.1258 -3.1723
C: 1.7132 -2.5854 -3.2344
C: 2.1981 -3.6409 -2.3178
O: 3.0018 -4.4583 -2.7032
C: 1.5920 -3.6502 -0.9619
C: 2.2585 -4.1179 0.1915
C: 3.6697 -4.6494 0.1008
C: 4.5031 -4.5962 1.3912
O: 4.1989 -3.4921 2.2535
C: 4.4299 -2.2892 1.7106
O: 5.4060 -1.9860 1.0946
C: 1.5492 -4.1064 1.3955
C: 0.2400 -3.6196 1.4732
C: -0.5050 -3.5475 2.7997
C: 0.4326 -3.0679 3.9270
N: -0.1927 -1.9862 4.7053
C: -0.4151 -3.1706 0.3209
C: 0.2739 -3.1804 -0.8870
C: -0.4123 -2.7052 -2.1230
O: -1.6042 -2.7828 -2.2497
H: -1.7332 6.6312 -2.1063
H: -2.4152 5.1004 -1.5245
H: -1.7615 6.2842 -0.3745
H: 0.2765 5.2334 -0.5430
H: 0.3245 5.6524 -2.2676
H: 0.9252 3.1483 -0.4571
H: 1.5494 3.3952 -2.0710
H: 1.3226 1.0422 -1.6739
H: -0.3430 1.2266 -1.1574
H: 0.1775 2.2960 -3.8518
H: -1.1280 1.2446 -3.3566
H: 1.6544 0.0695 -3.5248
H: 0.9094 0.5627 -5.0503
H: -0.1003 -1.4697 -5.1240
H: -1.1027 -0.8691 -3.7945
H: 2.3858 -2.2140 -3.9959
H: 4.2086 -4.1416 -0.6888
H: 3.6206 -5.6934 -0.2030
H: 4.4335 -5.5219 1.9494
H: 5.5456 -4.5090 1.0919
H: 3.6135 -1.5800 1.8538
H: 2.0216 -4.4807 2.2906
H: -0.9872 -4.4823 3.0572
H: -1.2426 -2.7588 2.6839
H: 0.6671 -3.9127 4.5772
H: 1.3616 -2.6911 3.5132
H: 0.5220 -1.4118 5.1352
H: -0.6996 -2.3864 5.4865
H: -1.4336 -2.8189 0.3668
Cl: 0.7149 8.2112 -0.3396
C: 1.2808 9.0476 -1.7829
Cl: 2.8499 8.4269 -2.2990
Cl: 0.0992 8.9187 -3.0872
H: 1.3953 10.0931 -1.5301
Cl: 2.5124 11.9728 -0.2890
C: 3.0529 12.7926 -1.7576
Cl: 4.6200 12.1795 -2.2761
Cl: 1.8502 12.6097 -3.0365
H: 3.1566 13.8460 -1.5355
Cl: 3.6966 2.6339 1.5719
C: 3.7975 1.2943 0.4310
Cl: 2.4449 0.1770 0.6795
Cl: 3.8026 1.8724 -1.2376
H: 4.7246 0.7632 0.6097
Cl: -0.1875 -5.9209 6.7718
C: 1.3740 -5.7317 7.5728
Cl: 2.5896 -6.7622 6.8185
Cl: 1.8880 -4.0446 7.5550
H: 1.2626 -6.0391 8.6036
Cl: 4.0373 5.6320 -3.1746
C: 4.2565 4.3180 -4.3298
Cl: 3.0039 3.0974 -4.0986
Cl: 4.2394 4.9235 -5.9858
H: 5.2189 3.8592 -4.1459
Cl: -2.1474 9.2002 1.4068
C: -2.7184 10.6685 0.6179
Cl: -1.4044 11.4532 -0.2679
Cl: -4.0738 10.3209 -0.4537
H: -3.0601 11.3518 1.3833
Cl: -2.1540 -5.9298 1.1942
C: -3.4300 -6.9686 1.8263
Cl: -2.7733 -8.1378 2.9743
Cl: -4.7031 -6.0048 2.5802
H: -3.8639 -7.5148 0.9996
Cl: -8.6824 -3.5484 1.3098
C: -8.4585 -5.0542 2.1970
Cl: -7.5487 -4.7807 3.6817
Cl: -10.0107 -5.8164 2.5451
H: -7.8873 -5.7316 1.5749
Cl: -8.5599 -8.3533 -0.0190
C: -9.9632 -9.2994 0.4826
Cl: -10.5633 -10.2819 -0.8518
Cl: -9.5738 -10.3022 1.8790
H: -10.7435 -8.6081 0.7715

Here are the Löwdin charges for atoms 1 to 5, given in e: -0.07 -0.29 -0.15 -0.29 -0.20

---

Here is a 3-piece molecular cluster, C3H14N5 overall from OMol25. Energies are from ωB97M-V/def2-TZVPD.

Orbital gap (eV): 9.58
Energy above the lowest of the compared OMol25 structures with the same formula, charge and spin (eV): 0.914
Lowest unoccupied orbital energy (hartree): -0.135
HOMO level (eV): -13.2448
Charge: +1

Geometry (Å):
C: -2.5666 0.4494 0.4271
C: -1.1365 0.7425 0.2426
C: -0.2331 0.5711 1.4137
N: -0.6882 -1.2577 -0.8674
N: -0.7389 1.5285 -0.7212
N: 1.1014 0.5442 1.1772
N: -0.8363 0.6512 2.5283
N: 2.8864 -0.6635 -0.6341
H: -3.1714 0.7792 -0.4117
H: -2.8786 0.9507 1.3463
H: -2.7320 -0.6075 0.6161
H: -1.4043 -1.4740 -1.5504
H: -0.6877 -1.9926 -0.1688
H: -1.3668 1.7876 -1.4708
H: 0.2268 1.8220 -0.7858
H: 1.6874 0.4743 1.9962
H: 1.5257 0.1390 0.3368
H: 0.2137 -1.2655 -1.3296
H: -0.2456 0.6572 3.3529
H: 3.5339 -0.7926 0.1385
H: 2.8399 -1.5584 -1.1117
H: 3.3367 -0.0161 -1.2737

Here are the Löwdin charges for atoms 1 to 5, given in e: -0.02 -0.28 -0.47 0.09 0.22